1.
{"formula": "C18H45ClCrF3NO16P3S2", "method": "the ωB97M-V functional and the def2-TZVPD basis", "species": ["Cr", "Cl", "S", "S", "P", "P", "P", "F", "F", "F", "O", "O", "O", "O", "O", "O", "O", "O", "O", "O", "O", "O", "O", "O", "O", "O", "N", "C", "C", "C", "C", "C", "C", "C", "C", "C", "C", "C", "C", "C", "C", "C", "C", "C", "C", "H", "H", "H", "H", "H", "H", "H", "H", "H", "H", "H", "H", "H", "H", "H", "H", "H", "H", "H", "H", "H", "H", "H", "H", "H", "H", "H", "H", "H", "H", "H", "H", "H", "H", "H", "H", "H", "H", "H", "H", "H", "H", "H", "H", "H"], "xyz": [[36.6003, -17.5528, -0.6660], [36.2573, -16.3451, -2.6842], [38.4096, -20.2855, -1.1255], [36.7308, -20.3073, -2.7387], [33.2797, -18.9589, -1.2510], [36.4179, -18.9730, 2.6571], [35.0515, -14.9848, 1.2225], [35.6394, -19.2213, -3.3391], [38.6006, -19.7394, 0.4281], [38.2721, -16.5679, -0.0623], [36.4014, -18.4645, 1.2536], [35.5638, -15.0376, 2.7755], [33.3198, -20.5306, -1.4643], [32.4088, -18.2603, -2.4711], [32.2601, -18.6908, 0.0559], [35.2233, -18.2936, 3.5487], [37.7988, -18.9135, 3.4159], [36.1198, -20.5802, 2.7636], [39.6188, -19.8228, -1.7404], [35.9420, -21.5209, -2.3958], [35.6447, -13.5521, 0.5872], [35.5902, -16.1693, 0.5120], [38.1613, -21.7033, -0.8501], [33.4955, -14.9136, 1.3235], [37.6705, -20.5445, -3.8500], [34.6357, -18.2251, -1.0009], [37.1751, -19.3134, -1.3166], [30.9994, -16.2586, -2.0576], [38.5878, -17.0823, 4.3674], [35.1621, -21.0974, 1.8559], [35.4190, -22.4433, 1.3988], [34.0491, -17.9162, 5.6401], [32.3500, -16.8172, -2.5288], [38.8603, -18.0541, 3.2487], [30.9964, -19.3265, 0.2027], [37.6103, -12.1178, 0.7528], [32.4231, -21.1574, -2.3697], [34.6155, -18.8925, 4.6970], [31.2712, -20.4114, 1.3662], [32.4551, -22.5691, -2.0109], [32.0343, -15.6340, 3.1589], [37.0141, -13.3911, 0.1797], [32.7610, -16.0607, 1.8301], [36.0348, -13.9106, 3.4800], [35.1661, -13.7489, 4.6848], [33.3550, -16.8781, 2.2389], [32.0976, -20.9986, 0.9658], [32.9593, -17.9366, 5.6370], [37.0269, -14.1175, 3.8812], [31.5008, -16.4075, 3.7112], [31.2477, -14.9235, 2.9047], [37.0427, -11.6851, 1.5766], [37.7289, -11.3123, 0.0281], [34.2129, -16.8718, 5.3747], [31.1952, -16.4700, -1.0064], [38.0127, -17.5463, 5.1687], [34.2012, -21.1723, 2.3649], [30.2111, -18.6042, 0.4254], [31.6747, -23.1250, -2.5305], [34.4070, -18.1928, 6.6318], [31.6626, -19.8648, 2.2241], [33.3810, -23.1442, -2.0151], [31.3630, -20.9065, -2.4068], [37.7175, -14.1960, 0.3928], [36.1327, -22.5154, 0.5782], [32.1080, -22.6728, -0.9828], [30.5630, -21.2112, 1.5826], [32.7631, -15.1332, 3.7962], [32.6765, -21.2041, -3.4288], [34.9535, -20.4558, 0.9997], [32.3721, -16.4924, -3.5691], [35.4700, -19.3525, 5.1933], [30.6855, -19.6939, -0.7752], [36.0201, -13.0591, 2.7997], [38.8842, -17.5183, 2.2998], [38.6744, -12.1455, 0.9872], [30.1194, -16.8302, -2.3528], [39.5248, -16.5779, 4.6035], [30.9585, -15.1775, -2.1903], [34.1944, -13.3256, 4.4305], [33.9754, -19.6978, 4.3364], [34.8087, -14.5992, 5.2656], [35.7515, -23.0916, 2.2095], [36.9773, -13.2700, -0.9029], [32.0830, -16.5220, 1.1120], [37.8729, -16.2967, 4.1230], [33.2302, -16.3962, -2.0429], [39.7489, -18.6801, 3.3305], [35.7873, -13.0718, 5.2711], [34.5287, -23.0026, 1.1116]], "gap_ev": [4.4303, 7.1660], "total_charge": -1, "e_homo_ev": [-2.49, -5.23], "fmax_ev_per_a": 6.32, "spin_multiplicity": 5}

***

2.
{"formula": "C18H45F6N3O6PSr", "method": "the ωB97M-V functional and the def2-TZVPD basis", "species": ["Sr", "P", "F", "F", "F", "F", "F", "F", "O", "O", "O", "O", "O", "O", "N", "N", "N", "C", "C", "C", "C", "C", "C", "C", "C", "C", "C", "C", "C", "C", "C", "C", "C", "C", "C", "H", "H", "H", "H", "H", "H", "H", "H", "H", "H", "H", "H", "H", "H", "H", "H", "H", "H", "H", "H", "H", "H", "H", "H", "H", "H", "H", "H", "H", "H", "H", "H", "H", "H", "H", "H", "H", "H", "H", "H", "H", "H", "H", "H", "H"], "xyz": [[-2.0977, -0.9554, 4.1601], [-0.0023, 1.5424, 1.7315], [1.4216, 1.7526, 2.4793], [-1.4217, 1.4319, 1.0445], [-0.4857, 2.7816, 2.5920], [0.4622, 2.5677, 0.5228], [0.6128, 0.2166, 0.9440], [-0.5329, 0.4908, 2.9196], [5.7120, 6.3936, -3.1775], [-2.9725, -4.3857, -1.8956], [3.7500, 0.6372, -2.6116], [1.1080, -4.1865, 0.6440], [-2.5873, -1.5590, 1.2367], [-2.5059, 1.7134, 4.7774], [-0.3374, -5.7528, -1.7169], [4.0483, 4.0442, -2.2867], [-3.6275, 0.6959, 2.6795], [-2.8608, -5.7968, -1.7894], [-4.2592, -3.7500, -1.9393], [-3.7876, -0.9198, 0.7774], [1.2887, -5.5408, 0.0550], [-1.7406, 2.5109, 5.7427], [-1.5085, -6.2568, -2.3227], [-0.0763, -6.2252, -0.3478], [4.5789, 5.0849, -1.3608], [3.2860, 2.9188, -1.7425], [-4.5098, -0.1922, 1.9848], [-4.4312, 1.7635, 3.3145], [-1.7117, -1.8193, 0.1227], [4.8673, 6.4658, -2.0914], [5.9308, 7.6730, -3.8692], [2.9444, 1.7574, -2.7050], [1.9400, -3.2027, -0.1190], [-3.5371, 2.6021, 4.2884], [3.3996, -0.2997, -1.6590], [1.7951, -3.2035, -1.1994], [6.8830, 7.8714, -4.3611], [1.6633, -6.2713, 0.7720], [3.8012, 5.2260, -0.6102], [-3.0250, -6.1962, -0.7885], [2.0020, -5.5161, -0.7688], [2.3430, 3.3192, -1.3705], [-1.5491, -6.0395, -3.3901], [-4.1457, 2.9280, 5.1320], [3.9202, 6.8957, -2.4174], [0.0723, -7.3046, -0.3151], [4.7417, 3.6778, -2.9231], [4.2027, -1.0335, -1.5908], [-3.1606, 1.2562, 1.9808], [5.3784, 7.1067, -1.3729], [-0.8593, -2.3416, 0.5571], [-4.4172, -1.6557, 0.2773], [1.8810, -2.1274, 0.0496], [-4.2009, -2.6659, -2.0367], [3.7333, 2.6438, -0.7873], [3.5775, 0.0777, -0.6520], [-4.8908, 2.4411, 2.5950], [-0.9323, -6.0590, 0.3062], [-1.1336, 3.2482, 5.2173], [2.9901, -3.2375, 0.1710], [-3.2435, 3.5520, 3.8418], [1.9194, 1.3886, -2.6655], [-3.6172, -0.1457, 0.0292], [-4.9319, -4.1871, -2.6772], [5.5176, 4.8020, -0.8843], [-3.7111, -6.2068, -2.3343], [-1.4342, -0.9253, -0.4357], [3.0458, 2.1432, -3.7193], [-0.4454, -4.7534, -1.6185], [-4.7441, -3.8565, -0.9689], [-2.3093, -2.5024, -0.4808], [5.2861, 7.6239, -4.7467], [-5.1865, 1.2429, 3.9031], [-1.5739, -7.3309, -2.1494], [-4.9951, -0.8728, 2.6844], [-1.0939, 1.7728, 6.2170], [-2.4279, 2.8519, 6.5170], [5.7185, 8.4950, -3.1856], [2.4435, -0.8180, -1.7323], [-5.2445, 0.4849, 1.5490]], "gap_ev": 4.1851, "total_charge": 1, "e_homo_ev": -9.23, "fmax_ev_per_a": 4.83}

***

3.
{"formula": "C18H45FNS", "method": "the ωB97M-V functional and the def2-TZVPD basis", "species": ["S", "F", "N", "C", "C", "C", "C", "C", "C", "C", "C", "C", "C", "C", "C", "C", "C", "C", "C", "C", "C", "H", "H", "H", "H", "H", "H", "H", "H", "H", "H", "H", "H", "H", "H", "H", "H", "H", "H", "H", "H", "H", "H", "H", "H", "H", "H", "H", "H", "H", "H", "H", "H", "H", "H", "H", "H", "H", "H", "H", "H", "H", "H", "H", "H", "H"], "xyz": [[3.2999, -2.1327, 0.5206], [2.2023, -1.0940, -0.0514], [4.8412, -1.4501, 0.1402], [-5.5659, 4.7332, 2.4624], [-4.2016, 0.5612, 0.5890], [-8.9372, 3.7273, 1.1338], [-5.8837, 4.3759, 1.0151], [-8.3492, 5.1379, 1.0842], [7.4135, -5.0072, -1.2412], [7.7040, -2.5377, -1.8053], [-9.2022, 3.1387, -0.2471], [8.6440, -7.0022, -3.3182], [6.9857, -3.8423, -2.1349], [0.3826, 0.9091, 1.9974], [-3.3662, 1.0819, 1.7528], [9.3567, -5.7778, -2.7557], [8.8897, -5.3985, -1.3509], [-2.3968, 2.1929, 1.3510], [-0.4431, 0.6182, 0.7486], [-1.3304, 1.7896, 0.3286], [-6.9811, 5.2461, 0.4046], [9.0733, -6.2413, -0.6764], [-2.8260, 0.2496, 2.2160], [-1.8115, 1.5436, -0.6224], [-4.9723, 4.4951, 0.4198], [-4.8958, -0.2080, 0.9347], [-4.7881, 1.3672, 0.1414], [3.2651, -3.3183, -0.2022], [-7.0789, 4.9963, -0.6565], [7.2026, -4.7507, -0.1953], [-0.2500, 1.1005, 2.8643], [7.3400, -1.7349, -2.4526], [-9.0476, 5.7956, 0.5565], [-8.2827, 3.0342, -0.8254], [-8.2820, 3.0579, 1.6995], [-8.2814, 5.5273, 2.1044], [-2.9697, 3.0303, 0.9384], [1.0297, 1.7753, 1.8419], [-6.6618, 6.2937, 0.4367], [8.7966, -7.8705, -2.6728], [5.9033, -3.6895, -2.0113], [5.4899, -2.0465, 0.6895], [9.0343, -7.2464, -4.3080], [6.7881, -5.8750, -1.4704], [-6.4292, 4.5866, 3.1141], [10.4297, -5.9852, -2.7211], [-5.2462, 5.7751, 2.5436], [-9.6472, 2.1453, -0.1536], [-4.0426, 1.4705, 2.5199], [9.5140, -4.5790, -0.9812], [5.0068, -1.7116, -0.8482], [-1.0447, -0.2821, 0.9067], [8.7798, -2.6179, -1.9556], [0.2400, 0.3882, -0.0776], [-0.6979, 2.6611, 0.1297], [7.5198, -2.2450, -0.7661], [7.5696, -6.8346, -3.4208], [-9.8822, 3.7659, 1.6845], [9.2315, -4.9346, -3.4428], [1.0193, 0.0518, 2.2377], [-9.8965, 3.7666, -0.8098], [-6.1535, 3.3165, 0.9515], [-1.9111, 2.5790, 2.2529], [-3.5786, 0.1159, -0.1898], [-4.7570, 4.1025, 2.8406], [7.1388, -4.0897, -3.1879]], "gap_ev": 5.9380, "total_charge": 1, "e_homo_ev": -12.08, "fmax_ev_per_a": 2.87}

***

| no. | electronic energy (eV) |
| --- | --- |
| 1 | -152286.111 |
| 2 | -62575.556 |
| 3 | -34429.810 |